No. 1
Computed, not measured: a structure of composition C15H41AsF6N2O14P3 at a distorted geometry, with the ωB97M-V functional and the def2-TZVPD basis.

CARTESIAN COORDINATES (ANGSTROEM)
1 As 1.01377 0.03683 0.71937
2 F 0.47947 -1.07821 -0.52040
3 F 1.31748 -1.36294 1.77888
4 F 1.47912 1.10075 2.01377
5 F 0.78620 1.39268 -0.34095
6 F -0.66733 0.20832 1.21130
7 F 2.69618 -0.12505 0.23414
8 C 2.59452 -1.68206 5.11351
9 O 2.18473 -1.69927 6.25795
10 N 3.85309 -1.99014 4.73280
11 C 4.95132 -2.26106 5.63501
12 C 4.20214 -1.93047 3.32660
13 H 1.97624 -1.43911 4.23790
14 H 5.33073 -3.25502 5.40580
15 H 4.62778 -2.18372 6.67263
16 H 5.72468 -1.49000 5.58392
17 H 3.46908 -1.41577 2.70262
18 H 5.09949 -1.32983 3.16434
19 H 4.29101 -2.88760 2.80665
20 C 2.26060 -4.68827 0.34727
21 O 1.90300 -5.69849 0.90141
22 N 2.31947 -4.44013 -0.99164
23 C 2.69812 -3.16371 -1.51871
24 C 1.82814 -5.42509 -1.93925
25 H 2.62609 -3.75180 0.81308
26 H 3.65973 -3.20511 -2.04592
27 H 2.71790 -2.32866 -0.82522
28 H 1.98446 -2.88644 -2.30170
29 H 0.85234 -5.10069 -2.32138
30 H 2.50462 -5.42688 -2.79741
31 H 1.65485 -6.44711 -1.61783
32 C -4.26832 -3.06523 -1.55064
33 O -4.68187 -3.71913 -0.34414
34 P -3.93053 -3.37961 1.03456
35 O -4.11444 -4.36357 2.09873
36 O -2.42104 -3.10682 0.54706
37 C -1.33952 -3.36203 1.48587
38 O -4.44498 -1.92890 1.52310
39 C -4.06964 -0.73159 0.83832
40 H -5.15066 -2.99944 -2.19363
41 H -3.67271 -3.76600 -2.13932
42 H -3.81304 -2.09569 -1.40128
43 H -1.72257 -3.30402 2.50074
44 H -0.59784 -2.61609 1.21768
45 H -0.89730 -4.34761 1.33738
46 H -4.66212 -0.60560 -0.06789
47 H -3.00352 -0.72727 0.61606
48 H -4.23088 0.12619 1.48727
49 C -2.07974 0.99888 -1.76815
50 O -3.05340 1.53435 -2.67500
51 P -4.00534 2.69950 -2.18169
52 O -4.40961 2.60555 -0.76378
53 O -3.11460 4.01225 -2.50852
54 C -3.17486 4.74650 -3.71511
55 O -5.17069 2.78106 -3.27975
56 C -6.53416 2.84242 -2.82249
57 H -1.12558 0.91470 -2.29378
58 H -2.29156 -0.03524 -1.51088
59 H -1.85476 1.63114 -0.91375
60 H -3.60247 5.74285 -3.58577
61 H -3.81717 4.26246 -4.45191
62 H -2.17449 4.84595 -4.13315
63 H -6.72155 3.48616 -1.96690
64 H -6.83156 1.81823 -2.59188
65 H -7.09363 3.17933 -3.69367
66 C 1.11154 4.76336 0.64877
67 O 2.18468 5.27459 -0.13557
68 P 3.13062 4.28966 -0.99029
69 O 4.23479 5.02482 -1.64273
70 O 3.52644 3.20302 0.05095
71 C 4.17610 3.45790 1.29943
72 O 2.18515 3.57881 -2.06241
73 C 1.53792 4.31429 -3.09030
74 H 1.35811 4.76539 1.71032
75 H 0.98147 3.69738 0.42696
76 H 0.12614 5.19208 0.48231
77 H 4.08446 4.52805 1.50869
78 H 5.24561 3.28948 1.18385
79 H 3.68773 2.85819 2.05994
80 H 1.63665 3.94994 -4.11134
81 H 1.95669 5.32552 -3.12852
82 H 0.49298 4.36783 -2.78226

Results
Orbital gap: 0.3376 Eh
E_LUMO: 2.1 eV
Electronic energy: -5618.539094 Ha
Total charge: -1

***

No. 2
Computed, not measured: a structure of composition C15H41B3N4O6 at a distorted geometry, with the ωB97M-V functional and the def2-TZVPD basis.

CARTESIAN COORDINATES (ANGSTROEM)
1 C -1.18690 -2.96254 0.64809
2 C -1.37593 -1.59379 0.09766
3 N -0.87409 -0.59038 0.66407
4 C -2.23747 -1.53007 -1.14087
5 B -3.75537 -1.52169 -0.68595
6 O -4.07649 -0.83810 0.47719
7 B -4.91555 -1.60765 1.24327
8 O -6.00433 -2.19299 0.61891
9 B -5.52749 -2.87101 -0.47881
10 O -4.73279 -2.20216 -1.39412
11 H -0.51067 -2.90771 1.48575
12 H -0.80825 -3.59930 -0.13981
13 H -2.16601 -3.34087 0.93516
14 H -1.15235 0.24016 0.13938
15 H -1.99051 -0.64348 -1.71577
16 H -2.05525 -2.40189 -1.75348
17 H -4.70206 -1.83992 2.38641
18 H -5.76402 -4.02907 -0.58161
19 C 4.83053 -0.09916 0.90280
20 C 3.31848 -0.23572 1.05250
21 C 2.85726 -1.64572 1.45153
22 O 2.87086 -2.59558 0.40072
23 C 4.12790 -3.18967 0.13982
24 N 2.67232 0.21952 -0.17920
25 H 5.19643 -0.54013 -0.02442
26 H 5.11462 0.95345 0.89011
27 H 5.35293 -0.57587 1.73643
28 H 3.00998 0.43547 1.86010
29 H 1.81248 -1.57742 1.76537
30 H 3.42731 -2.02159 2.31233
31 H 4.70823 -3.32474 1.05717
32 H 4.70504 -2.60147 -0.57775
33 H 3.94454 -4.16917 -0.30218
34 H 1.66531 0.22454 -0.03403
35 H 2.81553 -0.50034 -0.88297
36 C 6.47356 3.24950 5.47445
37 C 5.30734 3.48941 4.52084
38 C 5.32799 2.58510 3.27954
39 O 6.26078 2.96287 2.28667
40 C 7.58758 2.52138 2.50345
41 N 5.26812 4.91121 4.16787
42 H 7.40166 3.68452 5.10489
43 H 6.26732 3.70841 6.44105
44 H 6.63663 2.18220 5.63839
45 H 4.38845 3.25423 5.06611
46 H 4.34871 2.65558 2.79716
47 H 5.46837 1.53120 3.55610
48 H 7.61191 1.53882 2.98394
49 H 8.15304 3.23912 3.10242
50 H 8.07149 2.44377 1.52998
51 H 4.43097 5.09644 3.62231
52 H 6.03019 5.08753 3.51814
53 C -7.22362 -0.69532 -5.85134
54 C -6.50665 -0.91409 -4.52286
55 C -6.92206 0.07800 -3.42374
56 O -6.35795 1.36831 -3.55568
57 C -7.02763 2.23379 -4.45340
58 N -5.05919 -0.89383 -4.75357
59 H -6.82844 0.16249 -6.39448
60 H -7.09683 -1.56683 -6.49311
61 H -8.29449 -0.54261 -5.70174
62 H -6.77777 -1.91377 -4.17015
63 H -6.55088 -0.30514 -2.46946
64 H -8.01461 0.14362 -3.33365
65 H -8.10862 2.06805 -4.44230
66 H -6.64790 2.12225 -5.47167
67 H -6.82996 3.25660 -4.13354
68 H -4.58780 -1.14247 -3.88761
69 H -4.79392 0.07568 -4.90874

Results
Orbital gap: 0.3428 Eh
E_LUMO: 0.3 eV
Electronic energy: -1341.311160 Ha
Total charge: 0

***

No. 3
Computed, not measured: a cluster of 8 separate species, C15H41ClN14O13 in total, with the ωB97M-V functional and the def2-TZVPD basis.

CARTESIAN COORDINATES (ANGSTROEM)
1 C 7.04794 -3.56558 0.27510
2 C 7.38543 -2.61200 -0.87316
3 O 6.30335 -2.31426 -1.74175
4 C 5.16836 -1.73471 -1.14202
5 C 5.45828 -0.55356 -0.21203
6 O 4.37314 0.36952 -0.27400
7 C 3.52896 0.37834 0.82538
8 O 2.19663 0.64540 0.38368
9 C 1.64828 -0.31376 -0.39035
10 O 1.70302 -0.38421 -1.57621
11 O 0.92253 -1.15447 0.39240
12 C 0.99068 -2.54605 0.07408
13 C 1.43683 -3.24148 1.35322
14 O 0.75519 -3.39470 2.29934
15 Cl 3.13358 -3.76574 1.33918
16 H 7.20316 -4.60890 -0.00345
17 H 7.70926 -3.36164 1.12244
18 H 6.02563 -3.44465 0.63868
19 H 8.13352 -3.08168 -1.51504
20 H 7.85243 -1.69496 -0.49099
21 H 4.57820 -2.49334 -0.60730
22 H 4.54146 -1.35312 -1.95113
23 H 5.61834 -0.88817 0.82066
24 H 6.36475 -0.02761 -0.52026
25 H 3.55042 -0.57668 1.36893
26 H 3.75822 1.19966 1.50862
27 H -0.00590 -2.92275 -0.16830
28 H 1.66198 -2.73389 -0.76260
29 C -1.07846 1.05852 3.10639
30 O -1.88131 1.53077 3.91047
31 N -0.84263 -0.27701 3.00246
32 N -0.36484 1.85833 2.27096
33 H -0.20464 -0.66962 2.33547
34 H -1.38070 -0.89793 3.58603
35 H -0.54356 2.84480 2.30043
36 H 0.32098 1.51761 1.62202
37 C 1.14793 4.72528 5.65598
38 O 1.84208 5.63968 6.06304
39 N 0.16609 4.89825 4.72158
40 N 1.28943 3.43668 6.09720
41 H -0.40974 4.13966 4.40174
42 H 0.00974 5.82378 4.37138
43 H 1.99443 3.26352 6.78789
44 H 0.71393 2.68074 5.77379
45 C -3.40624 -2.23697 5.36856
46 O -3.13820 -2.62051 4.23982
47 N -3.58681 -3.11212 6.40532
48 N -3.54501 -0.91786 5.68086
49 H -3.81092 -2.82279 7.33775
50 H -3.49177 -4.08899 6.20214
51 H -3.40343 -0.24003 4.94807
52 H -3.75445 -0.59146 6.60462
53 C -1.46742 0.66458 -2.96546
54 O -2.57241 0.77492 -3.48530
55 N -0.53981 -0.24073 -3.39439
56 N -1.08125 1.44290 -1.92102
57 H 0.37497 -0.32191 -2.98368
58 H -0.78033 -0.82110 -4.17678
59 H -1.71615 2.13600 -1.57350
60 H -0.17869 1.36489 -1.49169
61 C -3.13157 -0.98554 -7.10703
62 O -3.22149 0.10251 -7.64254
63 N -3.17257 -2.15602 -7.82292
64 N -2.99279 -1.13685 -5.75373
65 H -3.11028 -3.06329 -7.40261
66 H -3.28133 -2.08092 -8.81664
67 H -2.97192 -0.30641 -5.17410
68 H -2.92952 -2.03623 -5.31444
69 C -7.22589 -1.82703 -4.14796
70 O -8.00935 -2.52209 -4.77030
71 N -6.09319 -1.30825 -4.70619
72 N -7.41767 -1.51253 -2.82772
73 H -5.43716 -0.73706 -4.20630
74 H -5.91884 -1.51059 -5.67280
75 H -8.23914 -1.87748 -2.38482
76 H -6.78477 -0.94200 -2.30051
77 C -0.38046 5.06790 -0.34066
78 O -0.14738 3.97808 0.16569
79 N 0.60668 5.96773 -0.60767
80 N -1.64374 5.45970 -0.67309
81 H 0.43829 6.86397 -1.02306
82 H 1.54553 5.70354 -0.37416
83 H -2.39408 4.82406 -0.47664
84 H -1.85308 6.34490 -1.09383

Results
Orbital gap: 0.3333 Eh
SMILES: CCOCCOCOC(=O)OCC(=O)Cl.NC(N)=O.NC(N)=O.NC(N)=O.NC(N)=O.NC(N)=O.NC(N)=O.NC(N)=O
E_LUMO: -0.5 eV
Electronic energy: -2801.321306 Ha
Total charge: 0

***

No. 4
Computed, not measured: a cluster of 5 separate species, C15H42N6O7 in total at a distorted geometry, with the ωB97M-V functional and the def2-TZVPD basis.

CARTESIAN COORDINATES (ANGSTROEM)
1 C 13.80562 9.76237 12.08378
2 O 12.71757 8.89315 11.80542
3 C 13.09723 7.78776 10.96101
4 C 11.89910 7.08783 10.33325
5 N 11.13865 7.91708 9.40944
6 C 10.58961 7.19963 8.26889
7 C 10.32011 8.10218 7.05340
8 O 9.53572 7.33782 6.13071
9 C 9.14355 8.07212 4.98549
10 H 13.58173 10.53016 12.85030
11 H 14.03768 10.37854 11.19287
12 H 14.71003 9.16059 12.44473
13 H 13.72713 7.04626 11.50132
14 H 13.76587 8.31101 10.24230
15 H 11.20649 6.75697 11.10481
16 H 12.21025 6.22028 9.76583
17 H 10.54796 8.63889 9.87725
18 H 9.63428 6.65130 8.44008
19 H 11.26509 6.40069 7.89503
20 H 11.19946 8.42480 6.48736
21 H 9.78291 9.05157 7.31258
22 H 8.65434 9.04088 5.16766
23 H 8.43143 7.39066 4.43813
24 H 10.01968 8.28299 4.36510
25 C 10.66615 16.72297 12.95689
26 O 9.44859 17.04574 12.34385
27 C 9.49957 16.50975 10.97870
28 C 8.46502 15.41036 10.79248
29 N 8.62349 14.25973 11.71745
30 C 7.63258 13.25612 11.21958
31 C 7.46416 12.04819 12.14995
32 O 7.04232 12.43583 13.49496
33 C 6.57226 11.32967 14.18007
34 H 10.68094 17.10664 13.94753
35 H 11.45363 17.34104 12.52452
36 H 10.86522 15.70753 12.75714
37 H 10.49681 16.20868 10.69117
38 H 9.25376 17.46501 10.38478
39 H 8.63491 15.02826 9.77885
40 H 7.45403 15.69115 10.86487
41 H 8.34182 14.49807 12.65040
42 H 7.90828 12.80335 10.28034
43 H 6.62378 13.75231 11.14513
44 H 8.46540 11.61299 12.22313
45 H 6.77498 11.35547 11.64768
46 H 6.36778 11.52106 15.23415
47 H 7.30022 10.47444 14.15783
48 H 5.64776 10.97502 13.74594
49 C 14.37411 14.35865 8.98813
50 O 14.24487 13.39305 9.69722
51 N 13.64323 15.53583 9.06698
52 N 15.42481 14.52296 8.09550
53 H 13.57520 15.91462 8.11894
54 H 12.71485 15.28132 9.45622
55 H 16.00844 13.68126 8.04306
56 H 16.03645 15.34662 8.06381
57 C 11.31482 11.46797 10.17636
58 O 10.31546 10.75426 10.36826
59 N 12.36783 11.06440 9.51491
60 N 11.25433 12.82584 10.57361
61 H 13.20582 11.63064 9.52979
62 H 12.52532 10.05899 9.52638
63 H 10.47292 13.10912 11.13856
64 H 12.11417 13.34382 10.54269
65 C 7.12579 9.77487 9.21020
66 O 7.85421 10.96636 8.90317
67 H 7.53288 8.84849 8.84604
68 H 6.97200 9.74051 10.30084
69 H 6.13484 9.95286 8.78255
70 H 8.76558 10.96758 9.26571

Results
Orbital gap: 0.3186 Eh
SMILES: COCCNCCOC.COCCNCCOC.NC(N)=O.NC(N)=O.CO
E_LUMO: 0.3 eV
Electronic energy: -1451.869161 Ha
Total charge: 0